A structure of composition CaH14NO10 at a distorted geometry. Source: the OMol25 dataset; level of theory: ωB97M-V/def2-TZVPD.

Structure (XYZ):
```
26
Properties=species:S:1:pos:R:3:forces:R:3:nbo_charge:R:1
Ca -0.053 -0.198 0.309 -0.8 1.3 -1.2 1.81
N -0.050 1.517 -3.003 1.5 2.6 -3.4 0.74
O -0.140 2.575 -3.577 -0.9 2.5 -0.9 -0.51
O 0.406 0.582 -3.558 1.7 -5.2 -2.9 -0.54
O -0.284 1.430 -1.851 -2.4 -0.4 7.9 -0.66
O 1.928 1.033 -0.030 0.4 -0.3 0.4 -0.98
H 2.706 0.479 -0.096 0.4 -0.1 -0.2 0.49
H 2.267 1.928 -0.060 -0.1 0.4 -0.4 0.51
O 0.671 0.327 2.486 0.0 0.0 0.3 -0.98
H 1.083 -0.242 3.137 0.0 -0.2 0.3 0.50
H 1.063 1.187 2.637 0.1 0.3 0.1 0.50
O -2.424 0.112 -0.477 0.1 -0.4 0.5 -0.98
H -2.800 0.957 -0.725 0.1 0.4 -0.2 0.51
H -2.751 -0.498 -1.138 -0.2 -0.2 -0.2 0.49
O -1.322 -1.866 1.527 0.3 -0.1 0.1 -0.99
H -2.021 -1.781 2.175 -0.3 0.2 0.2 0.51
H -1.262 -2.806 1.359 -0.1 -0.3 -0.2 0.50
O 1.535 -1.975 0.924 0.0 0.2 -0.1 -0.97
H 2.299 -1.722 1.444 0.4 0.0 0.1 0.49
H 1.137 -2.693 1.416 -0.1 -0.3 0.2 0.49
O -0.653 2.147 0.700 0.1 -0.3 0.8 -0.98
H -1.052 2.808 0.133 -0.1 0.1 -0.7 0.52
H 0.003 2.628 1.204 0.0 0.3 0.1 0.48
O -0.043 -1.759 -1.326 -0.3 -0.6 0.0 -1.01
H -0.545 -1.535 -2.109 0.0 0.5 -0.7 0.52
H 0.299 -2.635 -1.502 0.3 -0.2 0.0 0.51
```
Positions in Å, forces in eV/Å.

Computed properties:
Total charge   +1
ΔE to the lowest compared entry with this formula, charge and spin   32.5 kcal/mol
Lowest unoccupied orbital energy   -3.93 eV